1.
Computed, not measured: an isolated molecule of C15H22O4, with ωB97M-V/def2-TZVPD.

Geometry (Å):
C  4.4105  1.7777  0.0655
O  3.8910  0.4736  0.1156
C  2.5320  0.2975  0.0164
C  1.6351  1.3434  -0.1174
C  0.2519  1.1811  -0.2072
C  -0.5319  2.4654  -0.3616
O  -1.0012  2.9711  0.8750
C  -0.2838  -0.1060  -0.1156
C  -1.7490  -0.5136  -0.2042
C  -1.9608  -1.0210  -1.6534
O  -1.7208  -0.0286  -2.6201
C  -2.8109  0.5614  0.0924
C  -4.0046  -0.2094  0.6467
C  -3.3468  -1.2381  1.5552
C  -2.0787  -1.6534  0.8012
C  0.6284  -1.1564  -0.0294
C  2.0061  -1.0048  0.0388
O  2.6878  -2.1812  0.1240
C  4.0968  -2.2143  0.1018
H  4.1803  2.2703  -0.8850
H  5.4898  1.6621  0.1561
H  4.0445  2.3924  0.8946
H  2.0185  2.3514  -0.1682
H  0.1137  3.2167  -0.8417
H  -1.4124  2.3350  -0.9871
H  -0.2538  3.0354  1.4799
H  -3.0006  -1.3211  -1.7958
H  -1.3162  -1.8933  -1.8355
H  -0.8159  0.2858  -2.5074
H  -3.0805  1.1103  -0.8084
H  -2.4540  1.2585  0.8471
H  -4.5480  -0.7070  -0.1580
H  -4.6998  0.4387  1.1782
H  -3.9932  -2.0884  1.7692
H  -3.0792  -0.7673  2.5022
H  -2.2442  -2.5874  0.2624
H  -1.2603  -1.8091  1.5013
H  0.2795  -2.1764  -0.0162
H  4.5283  -1.7105  0.9689
H  4.4972  -1.7678  -0.8110
H  4.3550  -3.2729  0.1308

Kohn-Sham gap: 8.772 eV
E_HOMO: -8.2 eV
strongest force on any atom: 0.521 eV Å⁻¹
SMILES string: COc1cc(CO)c(C2(CO)CCCC2)cc1OC
E_tot: -24100.739 eV

Results of the Mulliken charge analysis, in e, for atoms 1 through 5:
1. C -0.93
2. O -0.48
3. C 1.31
4. C -0.07
5. C 0.29



2.
Computed, not measured: a cluster of 12 separate species, C49H93NO11 in total in a non-equilibrium geometry, with ωB97M-V/def2-TZVPD.

Geometry (Å):
C  -1.2590  -0.3886  0.4428
C  -0.0136  -0.9522  0.2236
C  0.7946  -0.3823  -0.7436
N  0.4548  0.7015  -1.4324
C  -0.7570  1.2004  -1.2397
C  -1.6683  0.6847  -0.3280
H  -1.9648  -0.8463  1.1282
H  0.2677  -1.8267  0.7971
H  1.7731  -0.7714  -1.0071
H  -1.0669  2.0043  -1.9023
H  -2.6613  1.1069  -0.2597
C  -0.3991  -6.1312  1.7959
C  -0.2744  -5.7728  0.3142
C  -1.5216  -4.9195  0.1484
O  -1.4277  -4.0631  1.2718
C  -0.9785  -4.8088  2.4087
H  0.5188  -6.5022  2.2419
H  -1.2007  -6.8686  1.8865
H  -0.2082  -6.6349  -0.3483
H  0.5980  -5.1297  0.1797
H  -2.4328  -5.5306  0.2174
H  -1.5449  -4.3748  -0.7940
H  -1.8238  -5.0602  3.0508
H  -0.1850  -4.2453  2.8978
C  -6.7109  2.3954  -1.4542
C  -7.2217  1.7967  -2.7712
C  -6.0735  0.9196  -3.1832
O  -4.8924  1.5948  -2.7566
C  -5.2120  2.4891  -1.6580
H  -6.9719  1.7277  -0.6252
H  -7.1981  3.3289  -1.1689
H  -7.3475  2.6072  -3.4942
H  -8.1913  1.3249  -2.6245
H  -6.0263  0.6873  -4.2470
H  -6.0772  -0.0553  -2.6720
H  -4.8412  3.4918  -1.8748
H  -4.6122  2.0883  -0.8424
C  4.3496  3.5959  -0.9781
C  3.2226  2.7097  -1.5220
C  2.1383  3.7606  -1.8198
O  2.4462  4.8974  -1.0058
C  3.5804  4.6101  -0.1557
H  4.9283  4.1005  -1.7510
H  5.0275  2.9701  -0.3878
H  2.8577  2.0697  -0.7162
H  3.5712  2.1003  -2.3501
H  1.1593  3.3549  -1.5654
H  2.1773  4.0954  -2.8585
H  3.1909  4.2179  0.7867
H  4.1338  5.5400  -0.0507
C  -1.3511  5.8175  1.2057
C  -0.2809  6.7921  0.7120
C  -0.3843  6.7070  -0.8237
O  -1.3467  5.6658  -1.1086
C  -1.5600  4.8730  0.0353
H  -2.3108  6.3061  1.4125
H  -1.1272  5.3244  2.1545
H  0.6919  6.4065  1.0121
H  -0.4923  7.7904  1.0868
H  0.5419  6.2848  -1.2074
H  -0.7042  7.6203  -1.3154
H  -0.8906  3.9992  0.1122
H  -2.5683  4.4669  -0.0480
C  3.7404  0.5552  1.7346
C  4.0933  -0.4773  0.6623
C  5.3509  -1.1998  1.1787
O  5.7142  -0.5412  2.4052
C  4.5644  0.0978  2.9356
H  2.6686  0.6161  1.9227
H  4.0893  1.5554  1.4673
H  4.1901  -0.0113  -0.3139
H  3.3502  -1.2721  0.5644
H  6.1993  -1.1144  0.5069
H  5.0931  -2.2270  1.4425
H  4.9376  0.9181  3.5473
H  3.9857  -0.5919  3.5687
C  -3.7429  -1.5010  4.2692
C  -3.7164  -2.3303  2.9980
C  -4.6727  -3.4477  3.3976
O  -4.2565  -3.7941  4.7067
C  -3.7598  -2.6027  5.3584
H  -4.6417  -0.8893  4.3556
H  -2.8583  -0.8855  4.4423
H  -2.7295  -2.7599  2.8395
H  -4.0647  -1.7954  2.1138
H  -4.6514  -4.3381  2.7711
H  -5.7042  -3.0639  3.4102
H  -2.7328  -2.8843  5.6000
H  -4.3585  -2.3376  6.2265
C  5.9986  -1.2672  -4.7107
C  4.9318  -0.2602  -4.3539
C  4.8740  -0.2833  -2.8131
O  5.3870  -1.5864  -2.4418
C  5.6917  -2.3121  -3.6209
H  7.0038  -0.8646  -4.6073
H  5.8517  -1.8061  -5.6462
H  3.9331  -0.4834  -4.7421
H  5.0531  0.7674  -4.7134
H  3.8340  -0.1205  -2.5341
H  5.6088  0.3755  -2.3484
H  4.8299  -2.9275  -3.9203
H  6.5006  -3.0157  -3.4155
C  -0.6396  -0.4163  -5.8728
C  -0.6212  0.7428  -4.8895
C  0.7143  1.3717  -5.2467
O  1.5948  0.2660  -5.4153
C  0.8520  -0.8135  -5.9753
H  -1.0177  -0.0913  -6.8507
H  -1.3222  -1.2336  -5.6356
H  -0.4750  0.3443  -3.8824
H  -1.4641  1.4249  -4.9524
H  1.1289  2.0593  -4.5090
H  0.6383  1.9534  -6.1803
H  0.9864  -1.7012  -5.3509
H  1.1783  -0.9813  -7.0013
C  1.5917  -1.3021  6.4117
C  0.3292  -1.2592  5.5521
C  0.9209  -1.6265  4.2056
O  1.8133  -2.7036  4.4877
C  2.4452  -2.3906  5.7436
H  1.3308  -1.5754  7.4352
H  2.1263  -0.3562  6.4276
H  -0.1178  -0.2628  5.5313
H  -0.4692  -1.9702  5.7678
H  1.5411  -0.7918  3.8352
H  0.2787  -1.9567  3.3898
H  3.4608  -2.0335  5.5481
H  2.5143  -3.3330  6.2843
C  2.8224  -3.7176  -1.4433
C  1.9253  -3.2936  -2.6362
C  1.8115  -4.5875  -3.4443
O  3.0118  -5.3122  -3.1891
C  3.2020  -5.1586  -1.7972
H  2.2944  -3.7338  -0.4878
H  3.6461  -3.0087  -1.3577
H  2.3715  -2.4582  -3.1673
H  0.9007  -3.0912  -2.3128
H  1.7184  -4.4623  -4.5249
H  0.9543  -5.2100  -3.1515
H  4.1940  -5.4929  -1.4904
H  2.5305  -5.8532  -1.2625
C  -4.0629  2.8622  3.6618
C  -4.8804  4.1441  3.4762
C  -5.3752  4.0437  2.0490
O  -4.3406  3.3358  1.3464
C  -3.8281  2.3593  2.2243
H  -4.6959  2.1601  4.2201
H  -3.1563  2.8972  4.2605
H  -4.2648  5.0446  3.5965
H  -5.6128  4.2950  4.2698
H  -5.4780  4.9886  1.5230
H  -6.2923  3.4443  1.9892
H  -2.7407  2.2284  2.1426
H  -4.2033  1.3576  1.9738

Kohn-Sham gap: 9.426 eV
E_HOMO: -9.0 eV
strongest force on any atom: 1.706 eV Å⁻¹
SMILES string: c1ccncc1.C1CCOC1.C1CCOC1.C1CCOC1.C1CCOC1.C1CCOC1.C1CCOC1.C1CCOC1.C1CCOC1.C1CCOC1.C1CCOC1.C1CCOC1
E_tot: -76328.254 eV

Results of the Mulliken charge analysis, in e, for atoms 1 through 5:
1. C -0.24
2. C -0.08
3. C -1.13
4. N 0.77
5. C -1.05



3.
Computed, not measured: an isolated molecule of C4H9NO2, with ωB97M-V/def2-TZVPD.

Geometry (Å):
C  1.9059  1.5342  -0.8242
C  1.2217  0.4054  -0.0570
C  -0.2819  0.6038  0.0445
O  -0.8617  -0.4672  0.8020
C  -1.5901  -1.3704  0.1040
N  -1.9425  -2.4078  0.9213
O  -1.9078  -1.2639  -1.0596
H  1.7087  2.5085  -0.3611
H  2.9902  1.3862  -0.8393
H  1.5569  1.5752  -1.8629
H  1.4235  -0.5538  -0.5479
H  1.6300  0.3367  0.9588
H  -0.5208  1.5230  0.5901
H  -0.7435  0.6317  -0.9468
H  -2.3297  -3.2251  0.4770
H  -1.4211  -2.5384  1.7732

Kohn-Sham gap: 11.342 eV
E_HOMO: -10.4 eV
strongest force on any atom: 0.376 eV Å⁻¹
SMILES string: CCCOC(N)=O
E_tot: -9879.886 eV

Results of the Mulliken charge analysis, in e, for atoms 1 through 5:
1. C -1.20
2. C -0.22
3. C -0.50
4. O -0.36
5. C 0.64



4.
Computed, not measured: an isolated molecule of C5H6O2, with ωB97M-V/def2-TZVPD.

Geometry (Å):
C  -2.1659  -0.2520  -1.4430
C  -1.0512  0.0723  -1.1236
C  0.2747  0.5814  -0.7421
O  1.1906  0.5051  -1.7902
C  0.8932  -0.0273  0.5214
C  0.0370  -0.3742  1.7043
O  2.1030  -0.1348  0.5352
H  -3.1572  -0.5297  -1.7335
H  0.1266  1.6283  -0.4021
H  2.0375  0.3096  -1.3442
H  0.4117  0.1423  2.5923
H  0.1410  -1.4505  1.8729
H  -1.0172  -0.1413  1.5483

Kohn-Sham gap: 10.645 eV
E_HOMO: -9.9 eV
strongest force on any atom: 0.521 eV Å⁻¹
SMILES string: C#C[C@H](O)C(C)=O
E_tot: -9374.931 eV

Results of the Mulliken charge analysis, in e, for atoms 1 through 5:
1. C 0.39
2. C -0.75
3. C -0.10
4. O -0.57
5. C 0.70



5.
Computed, not measured: the ion C11H18FN2O with charge +1 in a non-equilibrium geometry, with ωB97M-V/def2-TZVPD.

Geometry (Å):
C  -4.7626  1.2983  3.1188
C  -3.5562  0.1842  3.0933
O  -2.5462  0.4419  2.0261
C  -2.0021  -0.9133  1.6979
C  -0.6808  -0.8344  0.7017
C  0.6543  -0.1977  1.4719
C  1.4137  0.7870  0.3676
C  2.6567  -0.0458  -0.3024
C  2.6388  -0.1354  -1.9371
C  3.5776  0.8513  -2.9162
C  3.2779  0.5337  -4.4893
N  2.3557  -0.4540  -5.1150
N  1.6281  -1.2917  -4.3336
C  1.7591  -1.1425  -2.8721
F  0.9078  -2.1156  -2.0840
H  -4.6158  2.1844  2.3449
H  -4.7913  1.7825  4.2058
H  -5.8345  0.8233  2.9451
H  -3.0498  0.1860  4.1697
H  -4.0591  -0.8780  2.9208
H  -1.7720  -1.4406  2.7314
H  -2.8405  -1.4737  1.0719
H  -0.4027  -1.9345  0.3729
H  -0.9277  -0.2363  -0.2933
H  0.2630  0.4055  2.4210
H  1.3678  -1.0353  1.9023
H  0.6784  1.2401  -0.4235
H  1.8464  1.6944  0.9884
H  2.6950  -1.1382  0.1152
H  3.6477  0.5009  0.0144
H  4.3346  1.6487  -2.4908
H  3.8794  1.2208  -5.2600
H  2.2593  -0.5160  -6.1638

Kohn-Sham gap: 5.862 eV
net charge: +1
E_HOMO: -11.8 eV
strongest force on any atom: 6.624 eV Å⁻¹
SMILES string: CCOCCCCCc1cc[nH+]nc1F
E_tot: -19426.680 eV

Results of the Mulliken charge analysis, in e, for atoms 1 through 5:
1. C -0.85
2. C -0.21
3. O -0.36
4. C -0.62
5. C -0.41



6.
Computed, not measured: a structure of composition C2H20O9Sr, with ωB97M-V/def2-TZVPD.

Geometry (Å):
Sr  -4.8706  23.6685  -25.3871
O  -4.9193  24.7730  -27.6922
H  -4.4320  25.5537  -27.9886
H  -5.7923  24.8640  -28.1015
O  -2.4011  23.9095  -25.9913
H  -1.7270  24.0980  -25.3218
H  -2.0571  24.3069  -26.8052
O  -4.7212  26.1095  -25.0091
H  -4.0873  26.8004  -25.2498
H  -5.4369  26.5828  -24.5582
O  -6.5516  22.3361  -24.0674
H  -7.4794  22.3166  -24.3394
H  -6.5317  21.8328  -23.2407
O  -3.6895  21.4442  -24.4780
H  -4.3285  20.7212  -24.3906
H  -2.8248  21.0216  -24.3771
O  -3.9046  23.8506  -22.9737
H  -3.7174  23.2555  -22.2350
H  -3.2413  24.5518  -22.8990
O  -7.3253  24.6737  -25.8615
H  -7.7886  25.5189  -25.7696
H  -8.0163  24.0505  -26.1306
C  -4.4900  20.7955  -27.6401
C  -3.9322  21.1564  -29.0039
O  -5.0349  21.4903  -29.8492
O  -5.2832  21.9150  -27.1806
H  -3.7691  20.5472  -26.8667
H  -5.1124  19.9035  -27.7727
H  -3.4251  20.2896  -29.4383
H  -3.2838  22.0267  -28.9657
H  -5.4533  20.6882  -30.1813
H  -5.8988  22.0631  -27.9211

Kohn-Sham gap: 10.040 eV
net charge: +2
E_HOMO: -16.1 eV
strongest force on any atom: 0.911 eV Å⁻¹
E_tot: -21652.080 eV

Results of the Mulliken charge analysis, in e, for atoms 1 through 5:
1. Sr 1.64
2. O -0.46
3. H 0.24
4. H 0.27
5. O -0.56



7.
Computed, not measured: a cluster of 2 separate species, CH2NO2S in total in a non-equilibrium geometry, with ωB97M-V/def2-TZVPD.

Geometry (Å):
C  2.2300  1.1136  -0.0423
N  3.0648  0.2974  0.1352
O  1.2805  1.8549  -0.0958
O  -0.6683  -0.2542  -0.1169
S  4.4684  -0.5886  -0.0270
H  0.0449  0.3628  0.1235
H  -0.8655  -0.8767  0.5954

Kohn-Sham gap: 6.743 eV
net charge: -1
E_HOMO: -3.0 eV
strongest force on any atom: 1.900 eV Å⁻¹
E_tot: -17490.853 eV

Results of the Mulliken charge analysis, in e, for atoms 1 through 5:
1. C 0.54
2. N -0.22
3. O -0.72
4. O -0.65
5. S -0.58



8.
Computed, not measured: a cluster of 2 separate species, C15H33BrN3O5P2S2 in total in a non-equilibrium geometry, with ωB97M-V/def2-TZVPD.

Geometry (Å):
C  5.8348  1.3275  0.3230
O  6.2487  -0.0849  0.4826
C  6.1926  -0.8126  -0.7984
C  4.9659  -1.9287  -0.8770
C  4.6955  -2.7171  0.5382
C  3.1589  -3.3607  0.4701
C  2.2404  -2.7799  1.6960
C  0.7464  -2.2618  1.2686
C  0.6842  -1.3533  -0.0945
C  1.4565  0.1223  0.0555
C  0.7104  1.0941  -1.0831
C  0.9928  0.7664  -2.6705
S  2.0997  -0.5478  -3.4256
N  0.1078  1.8205  -3.3159
P  0.0424  1.8200  -5.1321
O  -0.5092  0.1772  -5.5174
Br  2.1369  2.1336  -5.9963
C  -0.6201  2.7018  -2.3226
N  -0.2458  2.2515  -0.8982
P  -0.8566  2.9276  0.6431
N  -2.3250  2.3072  1.0186
H  4.6522  1.4660  0.3651
H  6.2574  1.8307  -0.6648
H  6.3004  1.9469  1.2255
H  7.1917  -1.4389  -0.9485
H  6.1128  -0.1026  -1.7394
H  3.9810  -1.3495  -1.1697
H  5.1491  -2.7443  -1.7243
H  5.4816  -3.5823  0.6570
H  4.8271  -2.0303  1.5026
H  2.7469  -3.1582  -0.6059
H  3.2667  -4.5356  0.5751
H  2.8169  -1.9645  2.3481
H  2.0729  -3.6931  2.4466
H  0.3749  -1.5530  2.1545
H  -0.0469  -3.1438  1.2355
H  1.0213  -1.9075  -1.0752
H  -0.4613  -1.0674  -0.2670
H  2.5833  0.0792  -0.2689
H  1.2650  0.6334  1.0937
H  1.9904  -0.5750  -4.8318
H  0.1153  -0.2100  -6.2104
H  -1.3612  3.5743  -2.6496
H  0.0818  2.5042  1.6725
H  -0.9884  4.3622  0.5255
H  -2.6055  1.6551  0.2281
O  -8.5781  1.7090  1.7524
S  -7.8561  0.5255  2.1660
O  -7.7596  0.1276  3.5527
O  -6.3533  0.5745  1.5311
C  -5.5405  1.7096  1.7924
C  -4.9821  1.6813  3.2031
C  -8.4515  -0.8594  1.2292
H  -6.0958  2.6343  1.6043
H  -4.7103  1.6790  1.0784
H  -5.7771  1.7939  3.9448
H  -4.2656  2.4945  3.3517
H  -4.4846  0.7272  3.4042
H  -8.4895  -0.5851  0.1729
H  -9.4543  -1.1026  1.5899
H  -7.7841  -1.7082  1.3886

Kohn-Sham gap: 7.121 eV
net charge: +1
E_HOMO: -12.0 eV
strongest force on any atom: 7.158 eV Å⁻¹
E_tot: -141071.107 eV

Results of the Mulliken charge analysis, in e, for atoms 1 through 5:
1. C -0.44
2. O -0.31
3. C -0.58
4. C 0.14
5. C -0.65